Formula: CH11N3O3
Source: OMol25
Level of theory: the ωB97M-V functional and the def2-TZVPD basis

- Net charge: 0
- SMILES: N=C(N)N.O.O.O

```
18
CH11N3O3 | OMol25 | the ωB97M-V functional and the def2-TZVPD basis
N -0.0703 0.7442 0.3531
C -1.1343 1.2644 0.7946
N -2.0612 2.0062 0.0472
N -1.4201 1.1677 2.1353
H 0.2094 0.7669 -0.6114
H -1.8500 2.8363 -0.4751
H -2.9544 1.5397 -0.0210
H -0.9761 0.3875 2.5853
H -1.8169 1.8673 2.7064
O -0.3219 -2.0097 -0.7959
H -0.6885 -2.4902 -0.0435
H 0.4495 -1.6148 -0.3458
O 1.6302 -0.4914 -2.6401
H 1.1977 -1.1477 -2.0534
H 2.3504 -0.9926 -3.0673
O 2.5517 -1.7659 0.6306
H 3.1783 -1.0746 0.3076
H 1.9576 -1.2209 1.2065
```

Atom charges from the Mulliken analysis, given in e for atoms 1 to 5: atom 1 (N): -0.472, atom 2 (C): 0.393, atom 3 (N): -0.417, atom 4 (N): -0.385, atom 5 (H): 0.179

---

Formula: C5H7NOS
Source: OMol25
Level of theory: the ωB97M-V functional and the def2-TZVPD basis

- Net charge: 0

```
15
C5H7NOS | OMol25 | the ωB97M-V functional and the def2-TZVPD basis
C -1.6929 0.9224 -0.0435
C -0.5651 1.6722 -0.0449
C 0.8066 -0.1480 -0.0947
C -1.6757 -0.5174 -0.1955
C -0.2210 -1.1609 -0.1313
N 0.7268 1.0564 -0.2678
O 2.5594 -0.7666 0.0544
S 3.6597 0.3948 -0.0812
H -2.6185 1.2257 0.3417
H -0.5947 2.6400 0.3037
H -2.3023 -1.0617 0.5486
H -2.1736 -0.9651 -1.1287
H 0.0405 -1.8005 -1.0001
H 0.1081 -1.9894 0.6059
H 3.9428 0.4981 1.1334
```

Atom charges from the Mulliken analysis, given in e for atoms 1 to 5: atom 1 (C): -0.280, atom 2 (C): -0.469, atom 3 (C): 0.618, atom 4 (C): -0.397, atom 5 (C): -0.579

---

In eV, the E_tot values for the records above are, in order, -11828.0208 -19667.1662.
In eV, the orbital gap values for the records above are, in order, 9.58 8.71.
In eV, the lowest unoccupied orbital energy values for the records above are, in order, 0.664 0.549.